A cluster of 14 separate species, C32H92O14 in total at a distorted geometry. Source: the OMol25 dataset; level of theory: ωB97M-V/def2-TZVPD.

Output
DFT total energy (Eh): -2327.621383
Strongest force on any atom (hartree/bohr): 0.0598
Gap between HOMO and LUMO (eV): 10.01
Energy above the lowest of the compared OMol25 structures with the same formula, charge and spin (kcal per mole): 47.06

The geometry in ORCA input format:
```
! wB97M-V def2-TZVPD RIJCOSX def2/J DEFGRID3
* xyz 0 1
C 14.67513 15.79918 15.72642
O 13.48530 15.05295 15.78705
H 15.11398 15.95033 16.75281
H 15.31347 15.09787 15.22824
H 14.51467 16.68812 15.21584
H 12.78253 15.63964 16.14419
C 16.98912 12.39352 15.50490
O 16.98603 13.28577 14.39924
H 18.00445 11.89811 15.66606
H 16.64052 12.88918 16.44015
H 16.33428 11.56459 15.31928
H 17.01800 12.74842 13.61526
C 14.69692 9.22842 13.46986
O 14.66780 10.54825 12.96020
H 15.47337 9.12952 14.22869
H 13.72740 8.93935 13.91812
H 14.92842 8.54252 12.63594
H 14.36153 11.09162 13.76083
C 11.89668 17.95641 17.00404
O 11.35270 16.76703 16.52660
H 12.96412 17.84890 17.16049
H 11.80232 18.84798 16.43336
H 11.54274 18.07926 18.00655
H 11.22038 16.69467 15.54965
C 12.62524 11.94233 15.41550
O 13.94084 12.00748 14.97569
H 11.98922 12.55487 14.81017
H 12.35708 10.88661 15.40041
H 12.59477 12.24907 16.40270
H 14.36602 12.87782 15.10765
C 15.47678 10.49430 8.08653
C 15.94763 10.21334 9.49487
C 16.72907 11.34111 10.09615
O 14.97760 9.69739 10.32232
H 14.69570 11.22694 8.06360
H 15.05903 9.56961 7.69058
H 16.31888 10.61696 7.38873
H 16.60803 9.32306 9.36947
H 17.40203 11.82964 9.37581
H 17.32502 11.04663 10.99012
H 15.95438 12.06605 10.38445
H 14.50201 10.40920 10.85460
C 9.63781 11.35261 9.01623
C 10.94616 11.87307 8.42603
C 11.51277 11.21810 7.22608
O 10.81137 13.31892 8.17701
H 9.67552 10.25671 9.25253
H 8.80133 11.55196 8.38147
H 9.46351 11.82095 9.96884
H 11.67274 11.79975 9.25727
H 12.30696 11.75835 6.82432
H 10.76139 11.09408 6.43305
H 11.88035 10.23119 7.51540
H 10.82919 13.55287 7.22788
C 9.18084 15.17384 14.74240
C 9.45347 16.23862 13.68932
C 8.48509 17.43237 13.63581
O 10.84940 16.58849 13.86473
H 9.95653 14.43754 14.75188
H 8.19511 14.75537 14.69115
H 9.27876 15.64916 15.70807
H 9.27089 15.72828 12.67968
H 8.85183 18.22718 12.98896
H 8.51248 17.89979 14.63178
H 7.50190 17.11714 13.28176
H 11.18726 16.85762 13.00119
C 14.10022 21.56263 10.80332
C 14.26452 20.86509 12.11784
C 12.90004 20.64329 12.77536
O 14.88309 19.59161 11.95764
H 13.64300 20.84625 10.07112
H 15.03484 21.91386 10.32821
H 13.42079 22.43734 10.90766
H 14.84840 21.40437 12.81984
H 12.88041 19.81416 13.46654
H 12.26161 20.48515 11.90695
H 12.61467 21.57698 13.29360
H 14.74813 19.29298 11.04675
C 13.92362 19.19206 7.49257
C 13.85478 18.02161 8.36802
C 15.07066 17.10823 8.13919
O 13.75985 18.32289 9.69508
H 14.16673 18.94709 6.46904
H 14.65982 19.92370 7.86519
H 13.02482 19.79105 7.55756
H 12.94292 17.54721 8.03935
H 15.28762 16.89345 7.12640
H 15.02897 16.20471 8.87652
H 15.98918 17.64345 8.49493
H 13.54338 17.56827 10.27475
C 18.35398 16.28094 11.55594
C 17.73679 17.66240 11.62421
C 18.53814 18.67598 12.43795
O 17.55073 18.02983 10.29274
H 18.57307 15.82648 12.52295
H 19.34473 16.35291 11.08922
H 17.69520 15.54417 11.00466
H 16.78292 17.63463 12.16161
H 19.58867 18.75455 12.11843
H 18.56184 18.45238 13.50323
H 17.99162 19.58568 12.30898
H 17.20603 18.93630 10.22298
C 9.08604 17.48128 10.01464
C 9.32231 16.28580 9.17855
C 9.17093 16.45398 7.64929
O 10.61064 15.77437 9.39490
H 9.97288 18.13921 9.92204
H 8.95470 17.21487 11.05860
H 8.28691 18.05622 9.60338
H 8.65544 15.50597 9.52815
H 9.31166 15.51708 7.14043
H 9.97169 17.14095 7.38072
H 8.26228 16.99070 7.32508
H 10.52996 14.80982 9.19459
C 9.03235 9.51926 13.28847
C 10.35861 10.22314 13.16906
C 11.22314 9.54714 12.12837
O 10.33561 11.57040 12.69114
H 9.21083 8.45804 13.60999
H 8.44786 9.59800 12.30699
H 8.42233 10.00220 14.06536
H 10.78953 10.30053 14.13346
H 10.73941 9.63476 11.11538
H 11.44982 8.53269 12.40170
H 12.17052 10.06991 12.13671
H 9.69752 12.16940 13.09061
C 12.61808 14.01473 11.37642
C 13.14607 15.20714 12.17959
C 14.67066 15.33666 12.10876
O 12.44711 16.42168 11.62381
H 11.54771 13.98776 11.46448
H 13.06575 13.08784 11.74855
H 12.97713 14.06947 10.36924
H 12.83021 15.07171 13.21032
H 15.08890 14.52412 12.73620
H 14.92831 16.19020 12.66293
H 15.09770 15.36235 11.11740
H 11.94262 16.11994 10.85599
*
```

A cluster of 6 separate species, CH11O7 in total at a distorted geometry. Source: the OMol25 dataset; level of theory: ωB97M-V/def2-TZVPD.

Output
DFT total energy (Eh): -571.144860
Strongest force on any atom (hartree/bohr): 0.0734
Gap between HOMO and LUMO (eV): 4.30
Energy above the lowest of the compared OMol25 structures with the same formula, charge and spin (kcal per mole): 220.54

The geometry in ORCA input format:
```
! wB97M-V def2-TZVPD RIJCOSX def2/J DEFGRID3
* xyz -1 1
O -1.03304 -0.21231 -1.33170
C 0.11530 -0.54186 -0.71295
O 1.03321 0.43499 -0.68463
H -0.12113 -0.84722 0.39098
H 0.01921 -2.95660 1.65321
H 0.39234 -1.08638 2.16189
O -0.44618 -2.10888 1.80997
H -0.24816 0.85618 1.91263
H -0.77469 1.90969 0.86550
O -1.03114 1.39063 1.66540
H 0.11123 -1.05975 -4.25754
H -0.74835 -0.25956 -2.31104
O 0.14287 -0.96574 -3.29611
H -0.22498 3.28064 -1.31543
H 0.52916 1.34012 -0.77530
O -0.17826 2.69870 -0.55619
H 0.98922 -0.26081 3.46860
H 0.59397 -1.41393 -1.20137
O 0.87941 -0.19792 2.51406
*
```

A cluster of 2 separate species, C3H8NO2S in total at a distorted geometry. Source: the OMol25 dataset; level of theory: ωB97M-V/def2-TZVPD.

Output
DFT total energy (Eh): -722.599802
Strongest force on any atom (hartree/bohr): 0.0270
Gap between HOMO and LUMO (eV): 6.43
Energy above the lowest of the compared OMol25 structures with the same formula, charge and spin (kcal per mole): 20.24

The geometry in ORCA input format:
```
! wB97M-V def2-TZVPD RIJCOSX def2/J DEFGRID3
* xyz -1 1
C -0.73770 -1.21206 -0.45077
C -1.18682 0.24610 -0.26742
S 0.04553 1.38380 0.43453
C -0.67218 -2.07568 0.76352
N -0.28870 -1.44455 1.91034
O -0.95215 -3.27046 0.76043
H 0.28095 -1.17782 -0.86994
H -1.26890 -1.70828 -1.26650
H -2.04929 0.24629 0.39441
H -1.60062 0.56083 -1.22863
H 0.11410 -2.02815 2.62384
H -0.15089 -0.43302 1.83112
H 2.61496 2.97432 -2.20441
H 3.50792 4.13155 -2.57976
O 2.74569 3.63570 -2.89757
*
```

A structure of composition C29H21Cl3N2O2PS3Tc. Source: the OMol25 dataset; level of theory: ωB97M-V/def2-TZVPD.

Output
<S²>: 3.807
DFT total energy (Eh): -4375.150190
Strongest force on any atom (hartree/bohr): 0.0081
Gap between HOMO and LUMO (spin up / spin down) (eV): 6.46 / 7.05
Energy above the lowest of the compared OMol25 structures with the same formula, charge and spin (kcal per mole): 4.76

The geometry in ORCA input format:
```
! wB97M-V def2-TZVPD RIJCOSX def2/J DEFGRID3
* xyz -1 4
Tc 0.84557 -0.35594 0.39418
Cl -2.18864 2.14894 1.19073
C -3.31582 1.03192 1.86582
C -4.37993 1.53155 2.60430
C -5.30902 0.65954 3.13802
C -5.17504 -0.70398 2.92672
C -4.11004 -1.19204 2.18987
C -3.14804 -0.33688 1.63905
P -1.73525 -1.00760 0.64910
C -2.38666 -0.94438 -1.05335
C -3.64903 -0.45264 -1.36523
C -4.07022 -0.39793 -2.68779
C -3.23685 -0.83979 -3.70275
C -1.97387 -1.32831 -3.39518
C -1.54593 -1.37091 -2.08031
C -1.88420 -2.77304 1.10196
C -2.44201 -3.73408 0.26465
C -2.53940 -5.05400 0.68806
C -2.08792 -5.41732 1.94815
C -1.53814 -4.45946 2.79023
C -1.43549 -3.14557 2.36637
H -4.46182 2.60009 2.74992
H -6.13694 1.04726 3.71844
H -5.89839 -1.39482 3.34067
H -4.01940 -2.25734 2.03933
H -4.31152 -0.10704 -0.58209
H -5.05167 -0.00305 -2.92072
H -3.56230 -0.78936 -4.73455
H -1.30564 -1.65056 -4.18382
H -0.53720 -1.70695 -1.86350
H -2.79627 -3.45526 -0.71950
H -2.96732 -5.79842 0.02791
H -2.15650 -6.44865 2.27211
H -1.16139 -4.72984 3.76821
H -0.99790 -2.41007 3.03249
S 1.73520 -2.55133 4.29550
C 1.52433 -1.74256 2.87746
S 1.18384 -0.04438 2.72877
S 1.60958 -2.44212 1.29105
Cl 4.17120 0.81391 0.43798
C 4.24827 0.09562 -1.13187
C 5.43776 0.11696 -1.82799
C 5.52061 -0.42789 -3.10299
C 4.38921 -0.99431 -3.67638
C 3.20206 -1.01986 -2.98025
Cl 1.80226 -1.74343 -3.70891
C 3.05910 -0.48668 -1.67135
N 1.90493 -0.53606 -1.02163
H 6.30201 0.57027 -1.36024
H 6.45630 -0.41040 -3.64543
H 4.42411 -1.42587 -4.66799
O 1.57289 2.80928 1.82420
C 1.10778 2.82609 0.70507
C 0.97412 4.08958 -0.14606
C 0.17985 3.63670 -1.36153
C 0.08511 2.12457 -1.18822
O -0.44875 1.37032 -1.97893
N 0.62666 1.74354 0.00977
H 1.98286 4.42454 -0.39217
H 0.50155 4.87364 0.44409
H 0.64071 3.86113 -2.32241
H -0.83690 4.03286 -1.38444
*
```

| no. | M (g mol⁻¹) |
| --- | --- |
| 1 | 701.07 |
| 2 | 135.09 |
| 3 | 122.17 |
| 4 | 761.03 |